[1]
Below is a cluster of 3 separate species, C2H11NO2S in total, with properties calculated with ωB97M-V with the def2-TZVPD basis set.

Last column: Mulliken charge in e.
Cartesian coordinates (Å):
H1 2.44433 0.99570 3.31497  0.320
O1 2.28728 1.28005 2.40694  -0.637
N1 -0.31052 -1.76261 -2.23055  -0.676
H2 0.28063 -0.15277 -1.10282  0.317
H3 -1.33521 0.95072 -2.49917  0.289
H4 -0.23658 -2.09451 -3.18808  0.238
H5 1.42574 1.70396 2.39614  0.318
H6 -2.40711 -0.60477 7.21342  0.322
H7 -0.82443 0.08718 -3.88897  0.333
H8 0.29955 -2.41197 -1.73701  0.240
C1 0.30500 -0.42197 -2.15113  -0.500
S1 0.54366 2.09183 -3.30702  -0.226
C2 -0.44284 0.58553 -3.00463  -0.471
H9 -2.44013 -0.95448 5.69561  0.323
H10 1.36939 -0.44449 -2.38057  0.350
H11 0.95413 2.16824 -2.03797  0.106
O2 -1.91288 -1.01564 6.50084  -0.644

## Properties
Strongest force on any atom ... 0.9 eV/A
Highest occupied orbital energy ... -9.03 eV
SMILES ... NCCS.O.O
Energy relative to the best compared isomer or geometry (same formula, charge and spin) ... 0.628 eV
Electronic energy ... -18672.243 eV

[2]
Below is a cluster of 13 separate species, C34H101N19O13 in total at a distorted geometry, with properties calculated with ωB97M-V with the def2-TZVPD basis set.

Last column: Mulliken charge in e.
Cartesian coordinates (Å):
H1 2.09893 -1.38855 3.85963  0.469
H2 1.67517 7.41373 -3.64012  0.157
N1 -4.30137 5.24386 2.15141  -0.230
C1 2.46883 5.00988 2.16630  -2.370
H3 5.55533 -1.28328 4.83304  0.226
H4 2.13304 -0.42493 2.36735  -0.172
H5 4.03097 5.82029 3.19649  0.258
H6 -4.55867 9.51820 -4.80651  0.426
H7 -1.15661 0.94299 -2.08311  0.584
H8 3.22797 0.14058 -2.04251  0.426
H9 -4.36780 7.46844 -6.00121  0.264
C2 1.20372 5.99109 -2.31775  0.528
N2 4.70823 -1.59975 4.38318  -0.701
N3 -0.38488 2.22214 4.10403  0.228
N4 -0.04887 -6.89665 2.66946  -0.625
H10 0.81066 3.81062 1.81532  -0.153
H11 2.83325 1.75190 1.85074  0.103
H12 1.08997 2.94785 -0.16994  0.290
N5 1.58378 6.41846 -3.49463  -0.432
H13 -4.07847 5.96214 2.82556  0.677
H14 -2.01303 -5.80942 4.47452  0.333
C3 4.22004 -0.89412 3.26130  1.072
C4 2.27111 -7.41054 1.87068  -1.034
H15 -4.09441 7.10584 -1.86826  0.424
C5 -3.66189 4.75993 -1.62535  -0.463
N6 1.50424 4.13432 2.47432  1.367
C6 -2.03012 -5.14309 5.33696  -1.507
H16 0.81646 0.47482 0.66582  -0.180
H17 -3.69928 5.33603 -0.70079  0.304
H18 -3.10636 -5.08047 -4.26170  -0.028
H19 1.65658 -4.79163 0.74722  0.166
H20 -2.00650 5.12707 -4.03926  0.234
N7 -0.46318 -5.99464 -3.32845  -0.225
O1 -0.96110 -3.04347 -3.56852  -0.614
H21 -2.58427 -3.19542 7.01958  0.579
C7 2.75402 -7.41870 -0.49300  -0.301
C8 2.66170 -0.64541 3.29471  -0.950
H22 -3.28025 0.28644 6.99758  0.449
H23 -1.39949 -4.21886 -5.99150  0.356
H24 -1.66422 2.28082 -0.34433  0.150
H25 -0.97885 2.99813 3.84882  0.160
H26 3.97926 -1.59763 5.08225  0.254
H27 -2.25771 -0.75255 7.67716  0.408
H28 -4.82566 -4.04748 -5.83528  0.262
N8 3.19832 5.25131 3.25190  -0.033
N9 -0.99933 -5.04297 -1.45634  -0.037
N10 1.30845 6.98227 -1.53050  -0.476
C9 4.91396 0.42819 3.16850  -1.071
C10 4.34752 -2.16855 -2.59510  -0.400
H29 -0.69517 2.64169 -2.51885  -0.155
H30 -5.96524 8.77915 -4.30801  0.412
N11 -1.27518 -3.27327 3.96623  -0.265
H31 -3.64887 6.13045 -5.40016  0.213
H32 -2.61040 0.15310 5.20822  0.359
H33 1.81007 -6.87779 -0.55998  -0.180
H34 6.77935 -2.11060 -2.05349  0.307
H35 -0.52875 -1.08916 -3.46163  0.396
H36 2.82842 -7.29500 2.80028  0.309
H37 2.50035 0.27661 3.85323  0.372
H38 1.44243 3.79150 3.42234  0.029
H39 -1.65445 -2.40478 0.32795  0.432
H40 -0.40561 4.49667 -3.54913  -0.379
H41 5.60313 -5.29512 -1.54367  0.457
H42 0.22150 -4.43168 1.64528  0.015
H43 3.98302 -4.77278 -1.56004  0.125
H44 0.66297 3.52436 -4.82589  0.161
H45 0.61448 1.63850 -1.89858  0.417
H46 -5.19936 5.19240 1.69199  0.300
H47 -1.22576 -4.95044 -0.47641  0.079
H48 0.60866 2.25845 3.92610  0.015
H49 -0.02677 -2.26110 0.19813  0.286
C11 1.12527 -5.04068 1.66579  -0.824
C12 -3.67417 4.08012 2.35090  -1.723
H50 4.67812 1.10013 3.99371  0.403
C13 -4.27354 6.63394 -2.83434  -1.081
C14 -0.86070 1.20999 4.79092  -1.034
O2 4.52543 -1.43401 -1.34038  -0.381
H51 -1.19911 -1.85105 -1.93527  0.275
H52 -2.65863 -5.28802 -6.65001  0.330
H53 -0.80115 -6.23600 2.80254  0.111
C15 3.87566 2.07043 1.85354  -0.541
O3 -1.40822 4.85914 -6.48961  -0.715
H54 5.97656 0.18535 3.16714  0.356
H55 -1.96344 5.11929 2.50958  0.381
H56 -3.05769 7.89669 -4.05904  0.171
O4 3.24644 -7.24467 0.87753  -0.318
H57 -3.23635 -3.58691 4.34204  0.305
N12 -1.05942 4.83847 -4.23891  0.376
C16 -0.86543 -1.71747 0.63315  -0.977
H58 -1.02720 -2.34358 4.27330  -0.009
C17 -0.62915 1.94170 -0.38577  0.417
H59 -2.94768 -2.99384 -2.90026  0.351
H60 -0.00708 3.74210 -0.80716  -0.087
H61 -3.00242 3.89785 -1.52526  -0.102
O5 -3.01914 -1.48548 5.94767  -0.619
H62 1.01632 6.77699 -0.58571  0.264
C18 -0.21787 0.72030 0.42497  0.444
O6 -0.67611 -7.25691 -1.53865  -0.722
N13 -4.37454 6.81276 -5.23300  -0.775
H63 3.31876 -2.52022 -2.67313  0.073
C19 -2.27606 -2.67648 6.11195  -0.992
N14 -2.23810 1.00867 4.82157  0.403
O7 0.91578 4.77788 -2.13285  -0.608
C20 -0.53225 -1.94912 -2.79189  -0.628
H64 -0.51154 -7.79081 2.58888  0.237
C21 -0.46766 1.76900 -1.90667  -1.311
O8 -3.33460 5.53418 -2.75017  -0.263
H65 2.47848 -8.40778 -0.85891  0.282
H66 5.18619 -3.97499 -0.50452  0.145
H67 6.93609 -2.78310 -3.40948  0.289
H68 2.85776 4.85286 4.11525  0.387
H69 -5.33739 6.39682 -2.82522  0.313
H70 -2.84817 1.79139 4.63376  0.175
H71 2.02397 -8.47202 1.88774  0.347
C22 5.28603 -3.35880 -2.51835  0.442
N15 -2.36355 4.19619 2.59854  0.129
H72 -2.78628 -2.08279 -4.42143  0.524
O9 -4.20545 2.98204 2.07236  -0.160
H73 -4.62540 -2.92239 -4.97531  0.284
C23 -3.23625 -0.78407 7.19802  -1.100
H74 4.50086 -1.55378 2.44027  -0.046
C24 5.00081 -4.38790 -1.49610  -1.318
N16 0.36397 4.03214 -5.64616  -0.371
O10 2.60314 5.53678 1.11107  0.270
H75 -0.42140 -3.76803 4.18154  0.184
H76 -4.58148 4.18814 -1.75004  0.400
H77 -1.25665 -2.48289 6.44574  0.354
H78 -4.10173 -1.03956 7.80937  0.282
C25 -4.09050 7.55466 -3.99263  0.824
O11 -0.08383 0.43987 5.34863  -0.313
H79 -0.94240 -4.22121 -2.04079  0.268
H80 -2.88876 -5.43412 5.94203  0.463
C26 -0.68245 -6.16152 -2.04785  0.516
H81 0.44945 -2.21541 -2.40017  0.209
H82 -0.33550 -5.07101 -3.71665  0.146
C27 3.54102 -0.42323 -1.16374  -0.360
C28 -0.77169 4.60777 -5.51834  0.527
H83 4.03927 2.72149 0.99479  0.465
H84 -0.52053 0.91609 1.45364  -0.224
H85 1.63281 5.67457 -4.17605  0.217
H86 1.95567 7.72542 -1.75174  0.242
H87 -1.08863 -5.24436 5.87684  0.372
H88 3.39370 -6.97653 -1.25679  0.296
H89 -0.28717 -6.74891 -3.97669  0.188
C29 -3.07089 -4.09555 -4.72726  0.647
N17 6.72803 -3.03632 -2.45413  -0.836
H90 -2.74158 -3.49924 -6.80511  0.426
H91 5.33609 -3.89511 -3.46595  0.479
N18 0.10680 3.12217 -0.01798  0.217
H92 1.73131 -4.60375 2.45946  0.513
C30 0.94645 -6.56599 1.73763  1.026
H93 0.55967 3.58503 -6.53041  0.290
C31 -2.44890 -2.95966 -3.86883  -0.673
H94 4.00992 2.66956 2.75416  0.418
C32 -2.31257 -3.71668 4.90584  0.437
C33 -4.91518 8.84840 -4.02398  -1.703
C34 -2.47053 -4.33362 -6.15824  -1.484
H95 2.59688 -0.85835 -0.83603  0.037
H96 3.92727 0.18098 -0.34287  0.052
N19 -4.47151 -3.91762 -4.89836  -0.744
H97 -0.82340 -1.71125 1.72232  0.456
H98 0.45720 -6.87197 0.81290  -0.138
O12 -0.96878 -0.40524 0.00308  -0.464
O13 4.83769 1.07665 1.87108  -0.435
H99 -1.87458 3.34298 2.36824  -0.053
H100 -4.66402 9.43322 -3.13910  0.417
H101 4.42347 -1.55059 -3.48978  0.425

## Properties
Strongest force on any atom ... 6.8 eV/A
Highest occupied orbital energy (alpha / beta) ... 0.10 / -6.88 eV
Net charge ... -1
Energy relative to the best compared isomer or geometry (same formula, charge and spin) ... 0.746 eV
Electronic energy ... -91821.105 eV
Multiplicity ... 2

[3]
Below is a structure of composition C43H70B2CaN10O4PS4, with properties calculated with ωB97M-V with the def2-TZVPD basis set.

Last column: Mulliken charge in e.
Cartesian coordinates (Å):
H1 0.67430 -2.70888 -7.33500  0.436
C1 4.27766 -0.43346 -2.16798  -0.564
C2 -4.56365 -1.50377 2.57954  -2.162
H2 5.35529 -0.30246 -0.36199  0.443
H3 1.32442 -5.12960 -1.58155  0.235
C3 2.20857 -0.03016 -4.35828  0.547
H4 6.89258 7.16253 -0.10342  0.315
H5 6.11648 2.84313 0.83894  0.442
C4 -1.81899 -0.63652 -4.89287  -1.166
H6 4.91736 7.40793 3.08920  0.371
B1 -2.15030 -0.38780 -2.32040  1.312
C5 0.15451 -3.59925 -6.97926  -2.179
O1 2.86215 1.79553 -2.56732  -1.190
H7 6.50911 7.04038 2.42423  0.335
H8 6.62342 5.24849 0.94647  0.402
H9 3.02609 -0.42462 -4.95841  0.622
H10 -1.62628 -4.95515 -5.44207  0.391
H11 -3.34500 -3.84215 1.79207  0.322
N1 -2.75586 0.99891 -2.65287  0.663
N2 1.80108 1.30134 -4.89722  -0.051
C6 -3.92659 5.42335 -2.74489  -2.235
H12 2.97281 0.02360 3.46704  0.509
H13 -3.49929 -1.51777 2.79029  0.353
C7 -0.92712 -2.23298 -3.61239  0.169
H14 -4.73792 -4.54748 0.95998  0.381
C8 5.31919 3.57366 0.78931  -2.444
C9 -1.18310 -1.49139 -5.71383  -0.719
H15 -5.10223 3.24757 -2.78552  0.570
H16 -0.07955 -5.80894 -5.45920  0.509
C10 5.59149 4.93781 0.85410  -0.547
C11 3.99852 3.20477 0.67805  1.214
P1 2.65650 0.31548 -2.58419  0.803
H17 2.07471 -4.52029 -5.27505  0.693
N3 -1.66876 -1.09177 -3.60150  0.482
C12 3.75794 8.30502 0.77086  -2.064
H18 -6.81662 -3.11157 0.52853  0.412
H19 2.42932 -6.54253 0.00373  0.349
H20 1.98985 -2.80825 -1.48123  -0.637
H21 -1.77131 5.99568 -1.24688  0.503
C13 -0.41219 0.00925 3.55093  -0.100
C14 5.97001 7.73561 -0.19272  -1.630
C15 -4.22068 2.64067 -2.74293  -0.572
H22 3.03619 8.15286 1.57439  0.358
C16 2.88859 -3.44756 0.23269  0.029
H23 5.09350 0.05937 -2.69310  0.448
H24 4.08588 9.34399 0.81517  0.430
H25 -4.00680 -2.47780 -3.10739  0.668
H26 3.25203 8.15443 -0.18384  0.407
H27 2.06343 -2.75668 -5.30122  0.217
H28 6.23012 8.79388 -0.13954  0.454
H29 -6.79817 -1.40539 0.99874  0.381
H30 -4.47231 5.22486 -3.66772  0.485
N4 -4.33991 -2.01934 0.10716  0.539
H31 -4.85956 0.54269 -2.64331  0.663
C17 -1.74795 5.02139 -3.85809  -1.570
C18 1.73001 1.75643 3.70769  -0.611
C19 -4.71908 -2.70286 -1.04207  -0.571
H32 0.25796 3.29642 3.92038  0.350
H33 4.02678 0.72944 -0.36028  0.121
H34 2.43516 6.19940 0.68680  0.614
H35 2.56170 2.44719 3.76462  0.361
H36 1.54797 -3.62271 -3.84156  0.082
H37 -2.24532 4.77078 -4.79650  0.396
H38 -2.08276 2.89182 4.25956  0.441
C20 2.99126 4.14511 0.64614  0.741
H39 2.87686 -5.12950 -2.43213  0.269
H40 -3.67476 6.48212 -2.73048  0.455
C21 -1.93906 4.92210 -1.33603  -1.608
H41 3.80910 -0.89502 -0.16708  -0.315
H42 1.05990 -1.53395 3.34475  0.559
C22 3.03854 -5.70176 -0.32262  -0.612
H43 -1.26567 -0.27148 -1.54346  -1.250
C23 0.88279 -0.47279 3.46059  -1.062
H44 1.94754 1.41304 -5.89889  0.418
H45 5.54212 7.53687 -1.17626  0.376
H46 -2.67662 1.23911 4.44939  0.355
H47 -6.90847 -2.67095 2.22639  0.452
C24 4.96944 7.38417 0.91587  1.949
H48 4.03356 -6.06910 -0.58208  0.271
H49 -0.65738 -5.04849 -3.96411  0.259
S1 -0.50808 -3.10709 -2.21944  -0.347
C25 -4.43308 -3.83515 1.72674  -1.566
C26 -4.01728 -2.19895 -2.06970  -1.289
H50 -0.84323 -3.63273 -7.41595  0.454
S2 -0.34454 2.22964 -2.60604  -0.520
H51 -0.98048 4.41535 -1.25647  0.287
C27 -2.62525 4.63112 -2.67048  1.349
O2 1.70268 -0.42714 -1.70498  0.729
C28 -0.61061 -4.95147 -5.04521  -1.652
C29 2.39118 -4.92111 -1.48034  -0.209
S3 2.94651 -2.03647 1.14969  -0.492
C30 5.61368 7.64548 2.28409  -1.607
H52 -4.84000 -4.16881 2.68091  0.457
C31 -0.65911 1.37377 3.71683  0.840
Ca1 0.25060 0.37198 -0.11838  -0.304
H53 -1.11098 -1.48650 -6.78286  0.566
H54 2.34288 1.99523 -4.32732  0.385
H55 -1.24639 -0.68036 3.50830  0.169
B2 1.99076 2.12168 0.49455  -0.169
N5 4.39531 -0.20308 -0.69089  0.479
C32 -2.05632 2.14933 -2.68302  0.078
H56 -2.54572 1.94142 2.84505  0.184
H57 3.49026 -4.81410 1.63149  0.220
C33 -4.93279 -2.42307 1.42187  1.285
H58 0.70288 -4.46719 -7.34127  0.445
O3 1.78233 3.51995 0.53648  -0.355
H59 1.35962 -0.70950 -4.39067  -1.015
N6 -0.63101 -2.49286 -4.92634  0.772
C34 -2.06714 1.89343 3.82528  -1.442
C35 -6.45587 -2.40352 1.27260  -1.662
H60 -0.78240 4.52255 -3.81782  0.249
H61 -5.44065 -3.49539 -1.02620  0.606
H62 -2.37908 0.25258 -5.11819  0.696
C36 4.58537 5.90736 0.81741  0.552
H63 -4.86166 -0.47399 2.39589  0.442
C37 1.54044 -3.63685 -4.92637  -1.249
H64 -4.57391 5.22710 -1.89023  0.477
N7 3.11761 -4.67583 0.70795  -0.145
H65 -1.58337 6.09796 -3.83654  0.498
N8 -2.94151 3.17271 -2.74201  0.406
C38 3.25337 5.49612 0.71594  -1.135
C39 0.11052 -3.66916 -5.45572  1.312
C40 1.96119 0.40169 3.53828  -0.224
O4 3.44289 1.94881 0.58628  0.104
H66 4.30428 -1.50877 -2.34257  0.315
C41 -3.39206 -1.10121 -0.23415  -0.278
S4 -2.58129 0.04192 0.75649  0.165
C42 -4.10145 1.30196 -2.68162  -1.188
H67 0.80951 1.50382 -4.61798  -0.157
H68 5.89749 8.69526 2.37432  0.444
N9 -3.20765 -1.20608 -1.57102  0.369
H69 -2.57487 4.60481 -0.50825  0.367
H70 -5.09817 -1.86976 3.45707  0.595
C43 0.43010 2.23494 3.79171  -0.275
N10 2.59736 -3.52545 -1.08212  0.517

## Properties
Strongest force on any atom ... 1.0 eV/A
Highest occupied orbital energy ... -8.97 eV
Net charge ... +1
Energy relative to the best compared isomer or geometry (same formula, charge and spin) ... 0.378 eV
Electronic energy ... -141246.771 eV